A single C4H4FNS2 molecule in a non-equilibrium geometry, computed with ωB97M-V/def2-TZVPD.

Element x y z (Å)
F1 2.72 -0.16 0.16
C1 1.48 -0.41 0.02
N1 1.10 -1.72 -0.16
C2 -0.25 -1.83 -0.10
C3 -0.82 -0.57 0.11
S1 -2.51 -0.16 -0.05
C4 0.37 0.38 0.14
S2 0.31 2.11 -0.02
H1 1.86 -2.46 -0.31
H2 -0.68 -2.85 -0.03
H3 -2.99 0.03 1.43
H4 0.06 2.28 -1.33

The LUMO energy is 0.603 eV. Its SMILES is Fc1[nH]cc(S)c1S. Its largest force on an atom is 0.070 Eh/bohr. The value obtained for the frontier orbital gap is 9.29 eV. As for the spin multiplicity: 1.